{
  "formula": "C6H9NS",
  "method": "wB97M-V/def2-TZVPD",
  "species": ["S", "N", "C", "C", "C", "C", "C", "C", "H", "H", "H", "H", "H", "H", "H", "H", "H"],
  "positions_angstrom": [[1.3574, -1.7063, -0.3306], [-0.8543, 1.6842, -1.1130], [-2.3981, -1.0855, -0.1883], [0.9698, 0.0974, -0.6359], [-0.4119, 0.3100, -1.1853], [1.1183, 0.3959, 0.9016], [-1.4023, -0.4983, -0.4940], [0.9998, -1.0971, 1.3748], [2.1202, 0.7952, 1.1217], [-0.0341, -1.3059, 1.6765], [-0.3396, -0.0106, -2.2041], [-1.6270, 1.6788, -0.4901], [1.7358, 0.6220, -1.2062], [1.7913, -1.4400, 2.0559], [0.2877, 0.9999, 1.3310], [-0.0879, 2.2523, -0.7230], [-3.2250, -1.6922, 0.1090]],
  "atomic_forces_ev_per_a": [[-0.117, 0.658, -0.101], [1.251, 0.941, -0.326], [-0.346, -0.472, 0.467], [1.030, -0.307, 1.738], [0.419, -0.260, 0.368], [-0.476, -0.836, 0.035], [-0.498, -0.465, -0.730], [0.454, 0.607, -0.581], [-0.548, 0.053, 0.020], [0.531, -0.303, 0.122], [-0.349, -0.352, -0.862], [-0.624, 0.660, 0.575], [-0.180, -0.114, -0.306], [-0.656, 0.153, 0.058], [0.791, -0.028, -0.299], [-0.780, -0.124, -0.205], [0.098, 0.186, 0.027]],
  "smiles": "C#C[C@@H](N)[C@H]1CCS1",
  "de_lowest_kj_mol": 269.8,
  "gap_ev": 9.51,
  "lumo_ev": 0.88,
  "energy_ev": -18690.415
}